# 1
C18H18AlCl4N2O3S | ωB97M-V/def2-TZVPD

Cartesian coordinates (Å):
Al -0.10033 0.20718 -0.59131
Cl -2.33263 0.70281 1.91717
C -0.90069 -0.56200 2.25152
C -0.18913 -0.28379 3.37244
C 0.55173 -1.29542 4.00735
C 0.46089 -2.61925 3.55026
C -0.26027 -2.93591 2.44064
Cl -0.37367 -4.55495 1.89775
C -0.85805 -1.87626 1.57264
S 0.33459 -1.78584 0.06791
H -0.24767 0.70552 3.81537
H 1.12953 -1.07120 4.89238
H 0.94826 -3.41591 4.09505
Cl -3.82203 2.25947 6.71859
C -3.53807 1.61170 5.15783
C -3.94496 0.29005 4.77079
C -3.96416 0.24628 3.40513
Cl -2.47009 -2.33557 0.93861
C -3.21766 0.33275 -1.35639
O -2.08875 0.26785 -1.46561
C -3.37692 1.56750 2.99176
C -1.25886 1.95877 1.29125
O -0.36397 1.56893 0.41836
C -3.05379 2.37371 4.09553
H -4.33277 -0.43476 5.47133
H -1.19483 2.88378 1.84589
H -2.71921 3.39695 4.14862
C 2.33795 -1.61005 -4.24162
N 1.29505 -0.74703 -3.68075
C -0.04963 -1.31935 -3.64590
C 1.57226 0.34977 -2.97123
O 0.79464 0.71125 -2.00004
N 2.61282 1.12543 -3.25046
C 3.21703 1.19932 -4.57959
C 3.07549 2.13714 -2.30097
H 2.16938 -2.62254 -3.87549
H 3.31832 -1.28902 -3.90571
H 2.30600 -1.61779 -5.33059
H -0.16468 -1.94994 -4.52424
H -0.79453 -0.52899 -3.70524
H -0.21067 -1.93200 -2.75550
H 2.57093 0.73175 -5.31585
H 4.20115 0.73220 -4.60196
H 3.32706 2.25212 -4.83598
H 2.72401 1.91299 -1.30060
H 2.71675 3.12365 -2.59572
H 4.16419 2.13871 -2.30340

## Properties
Gap between HOMO and LUMO (alpha / beta), eV: 6.30 / 5.72
E, Eh: -3512.76937
Charge: +1
Energy relative to the best compared isomer or geometry (same formula, charge and spin), kcal/mol: 44.7
Molecular weight, g/mol: 511.21

# 2
C18H18AsBrF6N3OPS4SeSiTc | ωB97M-V/def2-TZVPD

Cartesian coordinates (Å):
Tc 10.43868 12.47813 14.11910
S 7.30824 10.29332 13.26315
As 8.09878 8.26558 13.98917
S 8.58755 10.62681 11.75978
S 10.37283 11.22414 12.46712
S 9.67989 7.71684 12.93352
Br 11.25724 19.56889 5.83143
C 12.07912 19.13636 7.44873
C 12.25254 17.80296 7.74717
C 12.97301 17.49929 8.88744
C 13.36862 18.53912 9.71917
C 13.32230 19.87446 9.29796
C 12.61527 20.19454 8.21159
N 14.10101 18.27925 10.87278
N 14.20441 17.21245 11.45873
C 13.66876 16.03301 11.86391
C 14.42311 14.83978 11.78197
C 14.04136 13.68389 12.36040
C 12.77200 13.58182 12.96200
O 12.33746 12.51924 13.51264
C 11.99732 14.78714 13.04297
N 10.77006 14.57548 13.58674
C 9.91140 15.54725 13.67908
C 10.30458 16.91053 13.41214
C 11.53041 17.08276 12.91941
C 12.40403 16.00291 12.57706
H 11.92008 16.98036 7.09382
H 13.21494 16.49229 9.17090
H 13.84865 20.57326 9.94005
H 12.69395 21.22342 7.87323
H 15.36787 14.85300 11.28723
H 14.64304 12.77254 12.33893
H 8.90902 15.28845 14.01885
H 9.59851 17.70070 13.60785
H 11.78369 18.07855 12.69679
C 8.54924 11.62602 18.50290
Si 9.60711 12.80030 17.53481
C 8.67137 14.13533 16.60960
C 11.28343 13.25466 18.34224
Se 10.49500 11.18913 15.95557
H 7.81836 11.99799 19.27985
H 9.12985 10.78970 18.89714
H 7.82885 11.22181 17.84644
H 7.97143 14.63498 17.29572
H 8.00284 13.75353 15.80575
H 9.39198 14.92563 16.28535
H 11.31506 14.00437 19.14315
H 11.95664 13.60881 17.56182
H 11.62707 12.32898 18.76388
F 8.61867 13.02631 13.66270
P 4.88093 14.51353 14.11898
F 5.78874 15.60802 14.70361
F 5.35547 13.29616 13.27542
F 5.04344 13.65990 15.48729
F 3.39124 14.57025 14.40403
F 4.71824 15.35684 12.78302

## Properties
Gap between HOMO and LUMO (alpha / beta), eV: 5.78 / 5.83
E, Eh: -11050.64678
Charge: +2
Multiplicity: 2
Molecular weight, g/mol: 925.46

What is the formula in the first record?
C18H18AlCl4N2O3S

Copy entry 2 word for word.
C18H18AsBrF6N3OPS4SeSiTc | ωB97M-V/def2-TZVPD

Cartesian coordinates (Å):
Tc 10.43868 12.47813 14.11910
S 7.30824 10.29332 13.26315
As 8.09878 8.26558 13.98917
S 8.58755 10.62681 11.75978
S 10.37283 11.22414 12.46712
S 9.67989 7.71684 12.93352
Br 11.25724 19.56889 5.83143
C 12.07912 19.13636 7.44873
C 12.25254 17.80296 7.74717
C 12.97301 17.49929 8.88744
C 13.36862 18.53912 9.71917
C 13.32230 19.87446 9.29796
C 12.61527 20.19454 8.21159
N 14.10101 18.27925 10.87278
N 14.20441 17.21245 11.45873
C 13.66876 16.03301 11.86391
C 14.42311 14.83978 11.78197
C 14.04136 13.68389 12.36040
C 12.77200 13.58182 12.96200
O 12.33746 12.51924 13.51264
C 11.99732 14.78714 13.04297
N 10.77006 14.57548 13.58674
C 9.91140 15.54725 13.67908
C 10.30458 16.91053 13.41214
C 11.53041 17.08276 12.91941
C 12.40403 16.00291 12.57706
H 11.92008 16.98036 7.09382
H 13.21494 16.49229 9.17090
H 13.84865 20.57326 9.94005
H 12.69395 21.22342 7.87323
H 15.36787 14.85300 11.28723
H 14.64304 12.77254 12.33893
H 8.90902 15.28845 14.01885
H 9.59851 17.70070 13.60785
H 11.78369 18.07855 12.69679
C 8.54924 11.62602 18.50290
Si 9.60711 12.80030 17.53481
C 8.67137 14.13533 16.60960
C 11.28343 13.25466 18.34224
Se 10.49500 11.18913 15.95557
H 7.81836 11.99799 19.27985
H 9.12985 10.78970 18.89714
H 7.82885 11.22181 17.84644
H 7.97143 14.63498 17.29572
H 8.00284 13.75353 15.80575
H 9.39198 14.92563 16.28535
H 11.31506 14.00437 19.14315
H 11.95664 13.60881 17.56182
H 11.62707 12.32898 18.76388
F 8.61867 13.02631 13.66270
P 4.88093 14.51353 14.11898
F 5.78874 15.60802 14.70361
F 5.35547 13.29616 13.27542
F 5.04344 13.65990 15.48729
F 3.39124 14.57025 14.40403
F 4.71824 15.35684 12.78302

## Properties
Gap between HOMO and LUMO (alpha / beta), eV: 5.78 / 5.83
E, Eh: -11050.64678
Charge: +2
Multiplicity: 2
Molecular weight, g/mol: 925.46